w) C3H8O as an isolated structure. Source: the Open Molecules 2025 dataset; level of theory: ωB97M-V with the def2-TZVPD basis set.

Structure (XYZ):
```
12
C3H8O, DFT ωB97M-V with the def2-TZVPD basis set
C -1.836 0.162 0.038
C -0.400 -0.111 0.335
O 0.477 0.691 -0.186
C 1.782 0.590 -0.057
H -1.940 0.621 -0.950
H -2.410 -0.770 0.045
H -2.296 0.834 0.777
H 0.752 -1.564 -0.690
H -0.094 -0.689 1.205
H 1.466 -1.255 -0.786
H 2.327 1.365 -0.576
H 2.172 0.127 0.845
```

As for the HOMO-LUMO gap (alpha / beta): 8.179 / 8.336 eV. For the LUMO energy (alpha / beta), the calculation gives 0.9 / 1.0 eV.

Atom charges from the Mulliken analysis, given in e for atoms 1 to 8:
1 C -1.05
2 C -0.08
3 O -0.23
4 C -0.53
5 H 0.27
6 H 0.31
7 H 0.27
8 H 0.07

=====

x) One molecule with the formula C3H8O. Source: the Open Molecules 2025 dataset; level of theory: ωB97M-V with the def2-TZVPD basis set.

Structure (XYZ):
```
12
C3H8O, DFT ωB97M-V with the def2-TZVPD basis set
C -1.331 0.146 0.220
C -0.451 -0.142 -1.000
O 0.985 -0.108 -0.791
C 1.558 -0.032 0.491
H -2.030 -0.663 0.452
H -0.689 0.234 1.095
H -1.876 1.092 0.156
H -0.634 0.600 -1.788
H -0.692 -1.127 -1.423
H 0.820 0.122 1.284
H 2.100 -0.950 0.756
H 2.239 0.827 0.548
```

As for the HOMO-LUMO gap: 10.602 eV. As for the SMILES: CCOC. For the LUMO energy, the calculation gives 1.1 eV.

Atom charges from the Mulliken analysis, given in e for atoms 1 to 8:
1 C -0.81
2 C -0.19
3 O -0.39
4 C -0.56
5 H 0.27
6 H 0.26
7 H 0.26
8 H 0.24

=====

Sorted by energy, starting with the most stable: x), w).

=====

w) A 2-piece molecular cluster, C2H8N3O2 overall. Source: the Open Molecules 2025 dataset; level of theory: ωB97M-V with the def2-TZVPD basis set.

Structure (XYZ):
```
15
C2H8N3O2, DFT ωB97M-V with the def2-TZVPD basis set
C 2.035 -1.988 1.023
C -1.272 2.754 -1.707
N -0.160 -1.806 1.647
N -0.797 -0.196 -0.015
N -0.797 0.985 -0.276
O 1.038 -1.615 2.019
O -1.359 1.340 -1.362
H 3.024 -1.679 1.410
H 1.779 -1.583 0.007
H 2.108 -3.157 0.873
H -1.813 3.252 -0.817
H -1.658 3.036 -2.666
H -0.166 3.066 -1.935
H -1.154 -0.920 -0.508
H -0.808 -1.488 2.306
```

The total charge is +1. As for the HOMO-LUMO gap (alpha / beta): 7.459 / 7.445 eV. For the LUMO energy (alpha / beta), the calculation gives -6.9 / -6.9 eV.

Atom charges from the Mulliken analysis, given in e for atoms 1 to 8:
1 C -0.40
2 C -0.40
3 N -0.06
4 N 0.04
5 N -0.30
6 O 0.08
7 O -0.07
8 H 0.28

=====

x) A 3-piece molecular cluster, C2H8N3O2 overall. Source: the Open Molecules 2025 dataset; level of theory: ωB97M-V with the def2-TZVPD basis set.

Structure (XYZ):
```
15
C2H8N3O2, DFT ωB97M-V with the def2-TZVPD basis set
C -0.813 1.644 -0.218
C 3.196 0.796 0.828
N 0.395 0.789 -2.030
N -1.163 -1.848 -0.149
N 1.106 0.080 -2.381
O -0.386 1.622 -1.648
O 2.154 0.976 0.260
H -0.745 2.658 0.046
H -0.023 1.142 0.399
H -1.835 1.204 -0.158
H 3.277 -0.057 1.519
H -1.646 -1.813 0.815
H 3.856 1.705 1.066
H -0.689 -2.677 -0.097
H -1.885 -1.942 -0.869
```

The total charge is +1. As for the HOMO-LUMO gap: 9.751 eV. For the LUMO energy, the calculation gives -4.3 eV.

Atom charges from the Mulliken analysis, given in e for atoms 1 to 8:
1 C -0.35
2 C -0.12
3 N 0.93
4 N -0.71
5 N -0.21
6 O -0.22
7 O -0.37
8 H 0.30

=====

y) An isolated ion of composition C2H8N3O2 and charge +1. Source: the Open Molecules 2025 dataset; level of theory: ωB97M-V with the def2-TZVPD basis set.

Structure (XYZ):
```
15
C2H8N3O2, DFT ωB97M-V with the def2-TZVPD basis set
N -0.615 1.350 -1.789
C -0.392 1.175 -0.295
C -0.104 -0.304 -0.153
O -0.177 -1.099 -1.154
N 0.309 -0.745 1.071
N 0.859 -1.999 1.257
O 0.480 0.136 2.186
H -0.212 2.167 -2.163
H -1.579 1.106 -1.870
H 0.392 1.764 0.201
H -1.271 1.244 0.279
H -0.162 -0.584 -1.982
H 0.909 -2.581 0.397
H 0.478 -2.477 2.062
H 1.087 0.849 1.951
```

The total charge is +1. As for the HOMO-LUMO gap: 10.415 eV. As for the SMILES: NC/C(O)=[N+](/N)O. For the LUMO energy, the calculation gives -3.8 eV.

Atom charges from the Mulliken analysis, given in e for atoms 1 to 8:
1 N -0.66
2 C -0.38
3 C 0.43
4 O -0.46
5 N 0.49
6 N -0.64
7 O -0.42
8 H 0.21

=====

z) C2H8N3O2 as an isolated structure. Source: the Open Molecules 2025 dataset; level of theory: ωB97M-V with the def2-TZVPD basis set.

Structure (XYZ):
```
15
C2H8N3O2, DFT ωB97M-V with the def2-TZVPD basis set
C 2.286 -0.736 0.256
C -1.977 -0.262 -0.395
N -0.813 2.024 0.420
N 1.271 1.203 -0.066
N 0.015 1.298 -0.025
O 1.938 0.284 -0.708
O -0.672 -0.218 -0.720
H 1.430 -1.467 0.266
H 2.500 -0.270 1.163
H 3.283 -1.189 -0.320
H -2.129 0.103 0.695
H -2.325 -1.279 -0.561
H -2.649 0.458 -0.907
H -1.769 1.928 0.080
H 1.667 2.136 0.258
```

The total charge is +1. As for the HOMO-LUMO gap: 9.230 eV. For the LUMO energy, the calculation gives -6.2 eV.

Atom charges from the Mulliken analysis, given in e for atoms 1 to 8:
1 C -0.47
2 C -0.75
3 N -0.80
4 N -0.11
5 N 1.09
6 O -0.17
7 O -0.33
8 H 0.23

=====

Sorted by energy, starting with the most stable: y), x), w), z).

=====

w) One molecule with the formula C20H30N2O5S. Source: the Open Molecules 2025 dataset; level of theory: ωB97M-V with the def2-TZVPD basis set.

Structure (XYZ):
```
58
C20H30N2O5S, DFT ωB97M-V with the def2-TZVPD basis set
C -7.514 -0.698 3.633
S -6.028 -0.870 2.628
C -5.637 0.893 2.387
C -5.029 1.532 3.630
C -4.763 1.036 1.129
O -4.594 2.382 0.745
C -3.377 0.415 1.358
O -2.493 1.000 1.954
N -3.259 -0.855 0.905
C -2.067 -1.642 1.128
C -1.174 -1.736 -0.109
O -2.006 -2.396 -1.073
C -0.754 -0.362 -0.634
C 0.293 0.297 0.261
N 1.443 -0.582 0.432
C 2.566 -0.547 -0.353
O 3.360 -1.469 -0.378
C 2.792 0.739 -1.146
C 4.106 0.767 -1.876
C 4.375 -0.139 -2.899
C 5.576 -0.098 -3.579
C 6.549 0.845 -3.255
C 7.855 0.841 -4.007
O 8.639 1.961 -3.625
C 6.289 1.749 -2.238
C 5.076 1.705 -1.559
C 1.085 -1.850 1.054
C 0.059 -2.588 0.196
H -7.882 -1.705 3.819
H -7.300 -0.224 4.588
H -8.282 -0.139 3.099
H -6.587 1.378 2.138
H -4.706 2.557 3.434
H -5.758 1.557 4.440
H -4.156 0.974 3.961
H -5.257 0.504 0.310
H -5.065 2.959 1.352
H -3.996 -1.256 0.350
H -1.531 -1.189 1.960
H -2.354 -2.657 1.406
H -1.515 -2.481 -1.898
H -0.326 -0.503 -1.635
H -1.632 0.276 -0.745
H 0.603 1.254 -0.149
H -0.139 0.503 1.243
H 1.967 0.867 -1.853
H 2.733 1.584 -0.455
H 3.639 -0.892 -3.154
H 5.765 -0.813 -4.373
H 8.389 -0.091 -3.791
H 7.650 0.862 -5.083
H 9.491 1.901 -4.064
H 7.035 2.486 -1.979
H 4.887 2.418 -0.765
H 1.988 -2.444 1.163
H 0.684 -1.640 2.050
H -0.253 -3.521 0.672
H 0.538 -2.855 -0.752
```

As for the HOMO-LUMO gap: 9.234 eV. As for the SMILES: CS[C@@H](C)[C@@H](O)C(=O)NCC1(O)CCN(C(=O)Cc2ccc(CO)cc2)CC1. For the LUMO energy, the calculation gives 0.6 eV.

Atom charges from the Mulliken analysis, given in e for atoms 1 to 8:
1 C -0.86
2 S 0.02
3 C -0.16
4 C -1.35
5 C -0.14
6 O -0.56
7 C 0.23
8 O -0.65

=====

x) One molecule with the formula C20H30N2O5S. Source: the Open Molecules 2025 dataset; level of theory: ωB97M-V with the def2-TZVPD basis set.

Structure (XYZ):
```
58
C20H30N2O5S, DFT ωB97M-V with the def2-TZVPD basis set
C -8.121 -0.727 0.297
C -7.204 -1.581 1.167
O -6.058 -2.032 0.470
C -5.036 -1.179 0.207
C -4.931 0.123 0.693
C -3.829 0.898 0.375
C -2.839 0.378 -0.430
S -1.428 1.399 -0.818
O -0.618 0.710 -1.787
O -1.874 2.726 -1.125
N -0.701 1.455 0.698
C -0.008 2.683 1.028
C 1.396 2.733 0.432
C 2.196 1.506 0.870
C 3.588 1.511 0.244
O 3.914 2.231 -0.674
N 4.447 0.647 0.839
C 5.722 0.311 0.254
C 5.674 -1.094 -0.365
C 7.016 -1.507 -0.995
C 7.242 -2.919 -0.452
C 6.512 -2.845 0.887
O 5.365 -2.058 0.641
C 1.441 0.244 0.434
C 0.033 0.256 1.033
C -2.930 -0.913 -0.920
C -4.018 -1.707 -0.611
C -4.145 -3.107 -1.122
H -7.614 0.174 -0.037
H -8.427 -1.293 -0.580
H -9.006 -0.447 0.862
H -6.918 -1.044 2.080
H -7.718 -2.501 1.458
H -5.699 0.544 1.322
H -3.734 1.909 0.735
H 0.035 2.756 2.121
H -0.621 3.496 0.639
H 1.327 2.740 -0.656
H 1.904 3.646 0.746
H 2.302 1.505 1.962
H 4.093 -0.029 1.499
H 6.496 0.347 1.028
H 5.933 1.056 -0.516
H 4.853 -1.124 -1.092
H 6.979 -1.475 -2.080
H 7.806 -0.837 -0.653
H 6.761 -3.656 -1.095
H 8.293 -3.171 -0.342
H 7.148 -2.368 1.648
H 6.175 -3.813 1.261
H 1.351 0.236 -0.654
H 1.965 -0.661 0.751
H 0.085 0.190 2.126
H -0.548 -0.590 0.660
H -2.140 -1.278 -1.558
H -5.068 -3.215 -1.689
H -4.195 -3.806 -0.289
H -3.302 -3.363 -1.756
```

As for the HOMO-LUMO gap: 9.372 eV. As for the SMILES: CCOc1ccc(S(=O)(=O)N2CCC(C(=O)NC[C@H]3CCCO3)CC2)cc1C. For the LUMO energy, the calculation gives 0.7 eV.

Atom charges from the Mulliken analysis, given in e for atoms 1 to 8:
1 C -1.09
2 C -0.44
3 O -0.49
4 C 1.08
5 C -0.62
6 C -1.12
7 C -0.50
8 S 1.51

=====

Sorted by energy, starting with the most stable: w), x).

=====

w) A 2-piece molecular cluster, C5H13OP overall. Source: the Open Molecules 2025 dataset; level of theory: ωB97M-V with the def2-TZVPD basis set.

Structure (XYZ):
```
20
C5H13OP, DFT ωB97M-V with the def2-TZVPD basis set
C -0.056 0.016 1.692
C -0.100 1.679 -0.220
C -1.967 -0.319 0.089
C 0.226 -0.630 -0.710
C -0.515 0.184 0.276
O 2.889 -0.801 0.263
P 2.038 -0.687 -0.957
H 0.733 0.663 1.932
H 0.293 -0.985 1.887
H -0.845 0.305 2.451
H -0.248 2.507 0.434
H 0.948 1.575 -0.393
H -0.670 1.805 -1.231
H -2.080 -1.119 0.762
H -2.765 0.390 0.332
H -2.274 -0.613 -0.897
H 0.005 -2.096 -0.364
H -0.295 -0.694 -1.641
H 2.285 -1.575 -2.074
H 2.398 0.397 -1.630
```

As for the HOMO-LUMO gap: 10.816 eV. For the LUMO energy, the calculation gives 0.7 eV.

Atom charges from the Mulliken analysis, given in e for atoms 1 to 8:
1 C -1.79
2 C -1.49
3 C -1.75
4 C -1.20
5 C 1.93
6 O -0.61
7 P 0.38
8 H 0.50

=====

x) A 2-piece molecular cluster, C5H13OP overall. Source: the Open Molecules 2025 dataset; level of theory: ωB97M-V with the def2-TZVPD basis set.

Structure (XYZ):
```
20
C5H13OP, DFT ωB97M-V with the def2-TZVPD basis set
C -1.536 1.322 -0.178
P 0.298 0.754 -0.374
C 0.067 -1.070 -1.040
C -1.123 -1.199 -1.992
C -0.057 -1.928 0.234
H -2.014 0.782 -1.057
H -1.612 2.467 -0.292
H -2.072 1.030 0.796
H 0.227 1.475 -1.588
H 0.970 -1.198 -1.657
H -0.896 -0.358 -2.782
H -1.075 -2.116 -2.528
H -2.112 -1.179 -1.571
H 0.920 -2.081 0.597
H -0.486 -2.820 -0.153
H -0.617 -1.601 1.130
C 2.818 1.948 3.137
O 3.545 2.874 3.139
H 2.183 1.647 2.129
H 2.571 1.252 4.050
```

As for the HOMO-LUMO gap: 9.758 eV. As for the SMILES: CPC(C)C.C=O. For the LUMO energy, the calculation gives 0.8 eV.

Atom charges from the Mulliken analysis, given in e for atoms 1 to 8:
1 C -0.93
2 P 0.01
3 C 0.37
4 C -1.68
5 C -1.30
6 H 0.28
7 H 0.33
8 H 0.26

=====

Sorted by energy, starting with the most stable: w), x).

=====

w) CH4FIP2 as an isolated structure. Source: the Open Molecules 2025 dataset; level of theory: ωB97M-V with the def2-TZVPD basis set.

Structure (XYZ):
```
9
CH4FIP2, DFT ωB97M-V with the def2-TZVPD basis set
C -1.927 -0.428 -0.720
F -2.184 -1.591 -1.230
P 0.024 -2.312 0.863
P -0.343 -0.382 0.333
I -3.929 0.215 0.141
H -1.609 0.166 -1.606
H -1.157 -2.745 0.193
H 0.031 -4.456 -1.471
H -0.331 -3.781 -1.663
```

As for the HOMO-LUMO gap: 8.253 eV. For the LUMO energy, the calculation gives -1.4 eV.

Atom charges from the Mulliken analysis, given in e for atoms 1 to 8:
1 C -0.23
2 F -0.18
3 P -0.01
4 P 0.05
5 I 0.01
6 H 0.32
7 H 0.03
8 H 0.21

=====

x) CH4FIP2 as an isolated structure. Source: the Open Molecules 2025 dataset; level of theory: ωB97M-V with the def2-TZVPD basis set.

Structure (XYZ):
```
9
CH4FIP2, DFT ωB97M-V with the def2-TZVPD basis set
C 2.037 0.638 -0.288
F 1.974 1.964 0.440
P -0.976 0.260 -0.119
P 0.902 -0.408 0.697
I 3.960 -0.131 -0.055
H 1.779 0.966 -1.204
H -1.092 1.166 0.860
H -1.684 -0.548 0.741
H 1.287 -1.493 0.019
```

As for the HOMO-LUMO gap: 9.343 eV. For the LUMO energy, the calculation gives 0.3 eV.

Atom charges from the Mulliken analysis, given in e for atoms 1 to 8:
1 C -0.30
2 F -0.30
3 P -0.13
4 P 0.05
5 I 0.09
6 H 0.42
7 H 0.08
8 H 0.06

=====

Sorted by energy, starting with the most stable: x), w).